25
Properties=species:S:1:pos:R:3:forces:R:3 method="wB97M-V/def2-TZVPD" charge=0 relative_energy_kcal_mol=55.8 total_energy_ev=-36967.441 homo_ev=-8.2 fmax_ev_per_a=4.24 multiplicity=1
C -2.148 -0.826 -0.724 1.3 -1.3 -2.5
C -1.035 -1.527 -0.590 -0.2 0.1 -1.3
C -0.438 -2.349 -1.662 4.2 0.0 -0.5
S -0.319 -1.721 0.972 -0.3 0.4 3.7
O -1.020 -0.925 1.955 0.4 -0.2 -1.2
O 1.122 -1.779 1.123 -1.3 -0.4 -1.2
Cl -1.087 -3.636 1.347 0.6 0.2 -0.2
H -2.587 -0.352 0.054 -1.3 1.5 2.2
H -2.560 -0.782 -1.748 0.0 0.0 0.8
H 0.259 -1.795 -2.412 -1.5 -0.4 1.2
H -1.121 -2.950 -2.207 -0.7 -0.5 -0.3
H 0.357 -3.011 -1.192 -1.1 0.3 -0.6
C -0.555 2.687 0.197 -2.1 0.1 1.4
C 0.181 1.634 -0.513 -0.2 -0.7 -0.9
C 1.282 1.118 0.019 0.0 1.3 1.0
C 1.942 1.590 1.307 -2.0 -0.9 -0.4
O 1.963 0.200 -0.635 1.4 -2.4 -1.7
H -1.419 3.186 -0.335 1.2 -0.6 0.3
H 0.132 3.420 0.591 -0.1 0.6 0.0
H -1.014 2.180 1.112 0.2 0.8 -0.9
H -0.254 1.180 -1.425 0.6 0.4 0.5
H 2.405 0.733 1.802 0.5 0.3 -0.2
H 2.568 2.449 1.106 0.3 0.1 0.4
H 1.069 1.805 1.926 0.4 0.7 0.5
H 2.277 -0.529 -0.065 -0.3 0.7 -0.1

***

22
Properties=species:S:1:pos:R:3:forces:R:3 method="wB97M-V/def2-TZVPD" charge=0 relative_energy_kcal_mol=76.8 total_energy_ev=-27866.409 homo_ev=-8.0 fmax_ev_per_a=3.72 multiplicity=1
C 3.371 0.129 -0.801 1.1 0.0 -0.2
C 2.188 0.145 -0.606 -3.7 -0.3 0.4
C 4.814 0.133 -1.019 -0.1 0.0 0.0
C -3.241 1.721 -0.544 -0.1 -0.3 -0.1
C -0.261 -2.221 1.495 0.1 -0.1 -0.1
C -1.715 1.651 -0.481 0.3 -0.4 -0.2
C -1.120 -0.959 1.443 0.2 0.1 -0.5
Si -1.110 -0.140 -0.272 1.3 1.0 1.0
Cl -1.908 -1.343 -1.682 0.2 -0.1 -0.1
H 5.173 1.159 -1.117 0.1 -0.1 0.0
H 5.321 -0.341 -0.178 0.1 0.0 -0.1
H 5.053 -0.414 -1.933 0.1 0.0 0.0
H -3.615 1.133 -1.382 -0.1 0.0 0.0
H -3.689 1.336 0.369 -0.1 0.0 0.1
H -3.574 2.747 -0.674 0.0 0.1 0.0
H -0.581 -2.947 0.750 0.0 -0.1 0.0
H 0.781 -1.971 1.304 0.1 0.0 0.0
H -0.334 -2.688 2.477 0.0 0.0 0.0
H -1.351 2.269 0.339 0.2 -0.2 0.1
H -1.298 2.070 -1.397 0.2 -0.1 0.0
H -0.755 -0.256 2.193 0.0 0.3 -0.2
H -2.150 -1.213 1.716 -0.1 0.2 -0.3

***

21
Properties=species:S:1:pos:R:3:forces:R:3 method="wB97M-V/def2-TZVPD" charge=0 relative_energy_kcal_mol=92.0 total_energy_ev=-8955.942 homo_ev=-7.4 fmax_ev_per_a=6.44 multiplicity=1 smiles="C/C=C/CN/C=C/C"
C 0.255 3.021 -2.215 -2.6 -5.9 0.2
C -0.011 2.527 -0.833 -0.6 -2.1 2.0
C 0.748 1.587 -0.157 -1.6 0.7 -0.3
C 0.539 0.847 1.225 -1.5 0.7 0.2
N -0.541 -0.195 1.183 0.9 2.1 0.5
C -0.077 -1.531 1.026 -2.6 1.1 -2.5
C -0.738 -2.370 0.216 -0.8 0.9 1.5
C -0.166 -3.688 -0.044 -0.3 -1.5 2.2
H 0.121 2.110 -2.928 -0.1 1.4 0.9
H 1.172 3.281 -2.411 5.3 1.6 -0.6
H -0.359 3.740 -2.555 -2.4 2.5 -0.8
H -1.076 2.721 -0.513 1.4 0.3 0.4
H 1.485 1.102 -0.771 0.9 0.2 0.0
H 0.126 1.539 2.040 1.4 -0.4 -1.1
H 1.469 0.311 1.528 -0.6 0.9 -0.1
H -1.367 0.356 0.746 1.6 -2.9 0.6
H 0.862 -1.914 1.449 -0.3 1.1 0.1
H -1.825 -2.239 -0.094 1.7 0.5 0.1
H -1.073 -4.150 -0.421 1.0 -1.5 -0.8
H 0.193 -4.231 0.903 -0.9 0.6 -1.0
H 0.763 -3.619 -0.567 0.1 -0.3 -1.4